Record 1
Computed, not measured: a molecular structure, C10H24F30MgN5O32S10, with ωB97M-V with the def2-TZVPD basis set.

Geometry as XYZ:
```
112
C10H24F30MgN5O32S10 (ωB97M-V with the def2-TZVPD basis set)
Mg -12.146 0.206 -1.621
C -7.846 6.235 -8.456
F -6.821 6.400 -7.629
F -8.121 7.477 -8.959
F -7.557 5.438 -9.471
S -9.429 5.466 -7.645
O -10.513 6.306 -8.112
O -9.540 4.070 -8.049
N -9.274 5.892 -5.954
S -8.614 4.638 -5.354
O -9.690 3.706 -4.943
O -7.508 4.073 -6.124
C -7.845 5.206 -3.632
F -8.781 5.329 -2.736
F -6.987 4.270 -3.167
F -7.207 6.374 -3.781
C -6.564 0.382 -8.269
F -7.487 0.618 -7.373
F -6.964 -0.272 -9.352
F -6.162 1.557 -8.796
S -5.053 -0.466 -7.557
O -4.535 0.468 -6.590
O -5.614 -1.657 -6.930
N -3.920 -0.581 -8.945
S -4.174 -2.044 -9.412
O -3.283 -3.048 -8.870
O -5.568 -2.493 -9.374
C -3.687 -1.902 -11.280
F -4.633 -1.202 -11.961
F -2.547 -1.263 -11.387
F -3.663 -3.090 -11.890
C -15.536 1.800 -2.836
F -16.833 2.162 -2.915
F -15.048 1.599 -4.027
F -14.829 2.815 -2.311
S -15.353 0.161 -1.773
O -16.607 -0.055 -1.099
O -15.054 -0.841 -2.774
N -13.830 0.530 -0.889
S -14.245 1.004 0.557
O -13.119 1.682 1.183
O -15.527 1.698 0.640
C -14.433 -0.674 1.546
F -15.115 -1.487 0.731
F -13.236 -1.204 1.801
F -15.014 -0.509 2.698
C -9.766 4.881 4.052
F -10.591 4.404 3.149
F -8.787 5.514 3.464
F -10.458 5.710 4.848
S -9.000 3.507 5.177
O -10.057 2.549 5.372
O -7.812 3.039 4.530
N -8.396 4.474 6.501
S -9.401 4.217 7.716
O -8.828 5.011 8.817
O -10.794 4.330 7.434
C -8.962 2.487 8.441
F -8.385 2.649 9.628
F -10.158 1.831 8.635
F -8.255 1.741 7.599
C -8.448 0.881 -3.029
F -8.472 0.241 -4.201
F -7.194 1.294 -2.855
F -9.224 1.939 -3.011
S -8.966 -0.196 -1.529
O -9.275 -1.490 -2.085
O -7.797 -0.247 -0.643
N -10.409 0.613 -0.970
S -9.834 1.842 -0.004
O -8.526 2.358 -0.388
O -10.791 2.911 0.280
C -9.660 0.967 1.740
F -9.442 -0.323 1.555
F -8.613 1.459 2.357
F -10.727 1.110 2.527
O -8.082 -2.510 -5.608
H -7.689 -3.013 -6.325
H -7.511 -1.742 -5.514
O -5.195 0.850 -0.163
H -5.533 0.653 0.719
H -5.908 0.621 -0.765
O -5.482 3.367 2.058
H -4.730 2.808 1.857
H -6.026 2.836 2.644
O -10.249 -4.533 -2.070
H -9.709 -3.922 -1.559
H -10.673 -3.981 -2.735
O -13.106 4.762 -0.480
H -12.940 4.011 0.100
H -13.146 5.517 0.110
O -11.621 -0.615 -3.375
H -11.593 -0.107 -4.190
H -11.273 -1.494 -3.608
O -5.691 0.564 2.642
H -6.452 0.362 3.202
H -4.941 0.201 3.117
O -8.255 -2.877 0.382
H -8.320 -1.921 0.453
H -7.846 -3.155 1.204
O -10.708 -2.971 -4.468
H -9.764 -2.791 -4.591
H -11.047 -3.063 -5.361
O -12.092 -1.709 -0.840
H -12.582 -2.372 -1.336
H -12.046 -2.058 0.054
O -7.666 -0.765 4.110
H -8.478 -0.437 4.507
H -7.903 -1.619 3.743
O -12.127 2.047 -2.550
H -11.855 2.432 -3.389
H -12.281 2.805 -1.973
```

Gap between HOMO and LUMO   7.9 eV
Lowest unoccupied orbital energy   3.99 eV
Spin multiplicity   1
Charge   -3

Atomic partial charges in e from the Mulliken method, atoms 1 to 2: number 1, Mg, carries 1.280; number 2, C, carries 0.671

Record 2
Computed, not measured: a molecular structure, C2HN9PtS3Sb, with ωB97M-V with the def2-TZVPD basis set.

Geometry as XYZ:
```
17
C2HN9PtS3Sb (ωB97M-V with the def2-TZVPD basis set)
Pt -0.387 0.925 -0.976
S -4.581 1.320 -3.790
Sb -2.701 0.145 -3.187
S -0.850 1.797 -3.010
S -2.598 0.357 -0.723
N 1.334 -0.785 1.593
C 0.775 0.430 1.906
N 0.765 0.916 3.131
N 0.166 2.128 2.994
N -0.148 2.347 1.769
N 0.242 1.271 1.029
C 1.292 -1.398 0.360
N 1.729 -2.624 0.161
N 1.519 -2.834 -1.164
N 0.992 -1.796 -1.710
N 0.843 -0.840 -0.755
H 1.608 -1.360 2.370
```

Gap between HOMO and LUMO (spin up / spin down)   5.9 / 5.9 eV
Lowest unoccupied orbital energy (spin up / spin down)   4.44 / 4.44 eV
Spin multiplicity   2
Charge   -2

Atomic partial charges in e from the natural (NBO) method, atoms 1 to 2: number 1, Pt, carries 0.877; number 2, S, carries -0.994

Record 3
Computed, not measured: 2 unconnected molecules or ions with the total composition C7H5N3S, with ωB97M-V with the def2-TZVPD basis set.

Geometry as XYZ:
```
16
C7H5N3S (ωB97M-V with the def2-TZVPD basis set)
C -1.402 0.731 -2.849
C -1.283 -1.892 -2.459
C 0.392 -1.050 1.412
C -0.658 -0.082 -0.436
C -1.523 -0.594 -2.589
C 1.491 0.031 1.444
C 0.728 1.383 1.498
N -1.384 1.897 -2.762
N -1.044 -3.023 -2.267
N -0.531 -0.947 0.529
S -0.433 1.557 0.029
H 0.228 -1.729 2.230
H 2.274 -0.062 2.153
H 1.876 0.051 0.374
H 0.060 1.494 2.397
H 1.208 2.233 1.296
```

Gap between HOMO and LUMO (spin up / spin down)   6.3 / 6.2 eV
Lowest unoccupied orbital energy (spin up / spin down)   -1.92 / -1.92 eV
Spin multiplicity   1

Atomic partial charges in e from the natural (NBO) method, atoms 1 to 2: number 1, C, carries 0.182; number 2, C, carries 0.153

Record 4
Computed, not measured: 2 unconnected molecules or ions with the total composition C3H4O3S, with ωB97M-V with the def2-TZVPD basis set.

Geometry as XYZ:
```
11
C3H4O3S (ωB97M-V with the def2-TZVPD basis set)
C 0.858 1.869 0.950
C 1.476 0.932 0.521
C -2.180 -0.763 -1.002
O 2.702 -1.076 1.621
O 2.580 -1.131 -0.931
O -1.598 -0.340 -0.055
S 2.867 -0.233 0.179
H 0.421 2.743 1.360
H 1.916 -1.594 1.838
H -2.499 -0.226 -1.781
H -2.239 -1.826 -1.086
```

Gap between HOMO and LUMO   10.8 eV
Lowest unoccupied orbital energy   0.56 eV
Spin multiplicity   1

Atomic partial charges in e from the natural (NBO) method, atoms 1 to 2: number 1, C, carries -0.160; number 2, C, carries -0.349

Record 5
Computed, not measured: C6H14NO in the gas phase, with ωB97M-V with the def2-TZVPD basis set.

Geometry as XYZ:
```
22
C6H14NO (ωB97M-V with the def2-TZVPD basis set)
C 2.743 0.155 -0.601
N 1.464 -0.034 0.072
C 0.290 0.266 -0.731
C -0.956 -0.056 0.080
C -0.939 0.331 1.540
C -2.342 0.116 2.162
C 0.191 -0.492 -2.101
O -0.563 0.177 -2.979
H 3.024 -0.648 -1.294
H 2.700 1.055 -1.226
H 3.545 0.225 0.142
H 1.474 -1.006 0.367
H 0.364 1.340 -1.009
H -1.187 -1.124 -0.052
H -1.818 0.505 -0.362
H -0.287 -0.363 2.092
H -0.622 1.365 1.683
H -2.510 0.267 3.225
H -2.727 -0.862 1.916
H -2.993 0.844 1.609
H -0.051 -1.551 -1.950
H 1.201 -0.511 -2.582
```

Gap between HOMO and LUMO (spin up / spin down)   9.9 / 7.6 eV
Lowest unoccupied orbital energy (spin up / spin down)   0.98 / -1.32 eV
Spin multiplicity   2

Atomic partial charges in e from the natural (NBO) method, atoms 1 to 2: number 1, C, carries -0.418; number 2, N, carries -0.612

Record 6
Computed, not measured: 8 unconnected molecules or ions with the total composition C40H92F3N5O4, with ωB97M-V with the def2-TZVPD basis set.

Geometry as XYZ:
```
144
C40H92F3N5O4 (ωB97M-V with the def2-TZVPD basis set)
C -12.807 9.391 -24.977
C -14.297 9.062 -24.864
N -14.655 8.749 -23.506
C -14.330 7.420 -23.013
C -14.337 6.319 -24.062
C -14.688 9.844 -22.543
C -15.632 9.605 -21.399
H -12.227 8.472 -24.863
H -12.455 10.089 -24.215
H -12.515 9.842 -25.929
H -14.944 9.821 -25.330
H -14.635 8.282 -25.554
H -13.453 7.439 -22.355
H -15.189 7.153 -22.379
H -13.633 6.519 -24.878
H -14.000 5.348 -23.700
H -15.282 6.150 -24.580
H -14.936 10.774 -23.051
H -13.638 9.922 -22.218
H -15.346 8.799 -20.719
H -16.623 9.305 -21.752
H -15.743 10.502 -20.786
C -12.101 11.716 -20.026
C -10.691 12.088 -19.556
N -10.027 12.950 -20.548
C -10.141 14.373 -20.218
C -11.549 14.945 -20.387
C -8.620 12.564 -20.820
C -8.699 11.463 -21.883
H -12.735 12.597 -19.956
H -12.506 10.906 -19.412
H -12.146 11.352 -21.051
H -10.649 12.624 -18.596
H -10.100 11.195 -19.330
H -9.770 14.549 -19.198
H -9.499 14.886 -20.936
H -12.162 14.644 -19.530
H -11.582 16.034 -20.362
H -12.051 14.569 -21.277
H -8.172 12.181 -19.892
H -8.003 13.416 -21.093
H -9.454 10.715 -21.638
H -7.747 10.934 -21.957
H -9.037 11.933 -22.805
C -8.115 7.370 -15.393
C -8.886 8.509 -14.691
N -10.147 8.020 -14.162
C -11.160 9.059 -13.910
C -11.929 9.420 -15.170
C -9.943 7.278 -12.912
C -11.150 6.381 -12.559
H -7.339 7.828 -16.007
H -8.887 6.880 -15.981
H -7.587 6.735 -14.686
H -8.294 8.999 -13.901
H -9.130 9.276 -15.431
H -11.789 8.786 -13.071
H -10.638 9.952 -13.530
H -12.352 8.583 -15.728
H -12.846 9.966 -14.923
H -11.291 10.031 -15.807
H -9.716 7.988 -12.096
H -9.076 6.615 -12.892
H -11.360 5.714 -13.386
H -12.032 6.931 -12.241
H -10.851 5.759 -11.711
C -9.683 7.364 -24.316
C -9.761 7.698 -22.800
N -9.801 6.552 -21.937
C -10.040 6.895 -20.534
C -11.268 7.772 -20.228
C -8.614 5.665 -22.063
C -7.285 6.321 -21.779
H -8.828 6.715 -24.503
H -9.634 8.300 -24.867
H -10.576 6.812 -24.615
H -8.945 8.425 -22.650
H -10.685 8.272 -22.694
H -9.156 7.477 -20.219
H -9.940 6.025 -19.881
H -10.855 8.778 -20.332
H -11.676 7.590 -19.236
H -12.118 7.722 -20.907
H -8.803 4.850 -21.358
H -8.687 5.185 -23.039
H -6.939 6.922 -22.624
H -7.231 6.908 -20.868
H -6.522 5.537 -21.713
C -14.423 4.256 -20.377
C -15.447 3.736 -21.415
N -15.632 2.293 -21.200
C -16.950 1.817 -21.553
C -17.348 1.709 -23.038
C -14.474 1.498 -21.630
C -14.616 0.024 -21.300
H -14.683 4.025 -19.345
H -14.409 5.344 -20.501
H -13.437 3.841 -20.563
H -16.409 4.219 -21.261
H -14.991 3.939 -22.393
H -17.063 0.841 -21.073
H -17.681 2.440 -21.033
H -16.844 0.873 -23.532
H -18.424 1.636 -23.178
H -16.995 2.566 -23.622
H -13.557 1.850 -21.169
H -14.400 1.694 -22.711
H -14.683 -0.153 -20.226
H -13.746 -0.520 -21.671
H -15.517 -0.414 -21.732
C -14.814 8.817 -17.317
C -15.116 7.464 -17.895
O -13.940 6.626 -17.784
C -13.751 5.966 -16.646
O -14.555 5.879 -15.768
C -12.410 5.192 -16.715
F -12.610 3.877 -16.701
F -11.661 5.531 -17.745
F -11.714 5.476 -15.599
H -15.614 9.543 -17.478
H -13.886 9.199 -17.746
H -14.700 8.834 -16.231
H -15.304 7.555 -18.961
H -15.956 6.953 -17.429
C -17.456 12.553 -17.018
C -18.094 13.846 -17.403
O -17.766 14.457 -18.395
C -18.997 14.528 -16.381
H -16.444 12.369 -17.357
H -18.171 11.788 -17.355
H -17.515 12.385 -15.938
H -18.456 14.729 -15.457
H -19.800 13.834 -16.101
H -19.473 15.415 -16.783
C -15.421 8.649 -13.393
C -15.899 8.164 -12.066
O -16.518 8.864 -11.292
C -15.677 6.714 -11.773
H -15.205 9.717 -13.465
H -16.044 8.341 -14.237
H -14.457 8.215 -13.688
H -14.905 6.244 -12.372
H -16.668 6.261 -11.859
H -15.428 6.611 -10.715
```

Gap between HOMO and LUMO   8.2 eV
Lowest unoccupied orbital energy   0.39 eV
Spin multiplicity   1

Atomic partial charges in e from the Mulliken method, atoms 1 to 2: number 1, C, carries -0.399; number 2, C, carries -1.089

Record 7
Computed, not measured: C10H12 in the gas phase, with ωB97M-V with the def2-TZVPD basis set.

Geometry as XYZ:
```
22
C10H12 (ωB97M-V with the def2-TZVPD basis set)
C 0.059 1.659 1.804
C 0.011 2.458 0.499
C 0.769 1.641 -0.597
C 0.406 0.165 -0.584
C 0.503 -0.535 -1.765
C 0.205 -1.880 -1.856
C -0.473 -2.511 -0.777
C -0.784 -1.779 0.304
C -0.212 -0.451 0.503
C -0.544 0.282 1.880
H 1.086 1.608 2.208
H -0.229 2.322 2.667
H -1.047 2.547 0.294
H 0.254 3.484 0.745
H 0.525 2.020 -1.596
H 1.893 1.815 -0.450
H 0.897 0.085 -2.649
H 0.425 -2.463 -2.793
H -0.378 -3.694 -0.898
H -1.292 -2.198 1.156
H -1.611 0.367 2.076
H -0.166 -0.189 2.778
```

Gap between HOMO and LUMO   9.9 eV
Lowest unoccupied orbital energy   1.07 eV
Spin multiplicity   1

Atomic partial charges in e from the natural (NBO) method, atoms 1 to 2: number 1, C, carries -0.404; number 2, C, carries -0.404

Record 8
Computed, not measured: a molecular structure, C19H50SSbSi, with ωB97M-V with the def2-TZVPD basis set.

Geometry as XYZ:
```
72
C19H50SSbSi (ωB97M-V with the def2-TZVPD basis set)
C 2.652 0.848 -6.036
C 3.409 1.062 -4.722
S 5.181 1.146 -5.034
C 5.762 1.279 -3.344
Sb 5.345 3.243 -2.283
C 6.937 4.137 -3.514
Si 3.537 2.206 -0.678
C 1.917 1.624 -1.475
C 4.213 0.747 0.316
C 3.026 3.516 0.590
H 3.306 1.001 -6.896
H 1.819 1.545 -6.133
H 2.251 -0.163 -6.114
H 3.233 0.243 -4.021
H 3.101 1.984 -4.230
H 5.411 0.409 -2.778
H 6.852 1.211 -3.409
H 4.124 3.688 -3.529
H 5.114 4.816 -1.436
H 6.592 2.736 -1.054
H 6.868 5.222 -3.414
H 7.894 3.791 -3.117
H 6.842 3.860 -4.565
H 1.567 2.357 -2.206
H 2.024 0.666 -1.986
H 1.146 1.514 -0.706
H 3.586 0.549 1.191
H 5.221 0.986 0.663
H 4.273 -0.168 -0.277
H 2.166 4.084 0.229
H 2.751 3.048 1.540
H 3.837 4.224 0.774
C -0.250 1.243 1.899
C -1.514 0.438 2.174
C -2.123 -0.173 0.912
C -2.546 0.837 -0.155
C -3.547 1.886 0.328
C -4.858 1.291 0.831
H -0.444 2.094 1.245
H 0.188 1.633 2.819
H 0.505 0.623 1.409
H -2.253 1.071 2.675
H -1.287 -0.371 2.875
H -2.982 -0.788 1.197
H -1.393 -0.859 0.468
H -2.984 0.290 -0.996
H -1.662 1.341 -0.553
H -3.754 2.575 -0.495
H -3.095 2.492 1.118
H -5.336 0.691 0.052
H -5.560 2.070 1.131
H -4.699 0.642 1.694
C -1.781 -4.013 3.431
C -2.740 -3.828 2.260
C -4.056 -3.160 2.650
C -4.900 -3.931 3.666
C -5.266 -5.353 3.244
C -6.082 -5.417 1.957
H -2.201 -4.667 4.198
H -0.838 -4.454 3.105
H -1.555 -3.053 3.900
H -2.934 -4.796 1.788
H -2.259 -3.213 1.495
H -4.645 -2.981 1.746
H -3.836 -2.169 3.062
H -5.821 -3.368 3.850
H -4.375 -3.970 4.624
H -5.831 -5.823 4.054
H -4.357 -5.950 3.127
H -7.004 -4.839 2.053
H -6.355 -6.444 1.710
H -5.527 -5.013 1.109
```

Gap between HOMO and LUMO   5.2 eV
Lowest unoccupied orbital energy   2.18 eV
Spin multiplicity   1
Charge   -1

Atomic partial charges in e from the Mulliken method, atoms 1 to 2: number 1, C, carries -1.180; number 2, C, carries 0.215

Quick rundown of E_tot, same order as above: -279051.8138, -57792.7421, -22638.0770, -20148.7545, -9984.0153, -66762.3217, -10563.6225, -45762.6622 eV
Quick rundown of max |F|, same order as above: 5.85, 0.66, 5.59, 4.42, 2.16, 2.29, 4.76, 0.19 eV/A